Formula: C4H10N2
Source: OMol25
Level of theory: the ωB97M-V functional and the def2-TZVPD basis

charge = -1
multiplicity = 2
<S²> = 0.75
orbital gap (spin up / spin down) = 2.8 / 8.2 eV
energy relative to the best compared isomer or geometry (same formula, charge and spin) = 30.2 kJ/mol
E_LUMO (spin up / spin down) = 4.211 / 4.155 eV

Geometry (Å):
C: -1.938 0.938 0.956
C: -1.393 0.437 -0.373
C: -0.047 -0.229 -0.229
C: 1.038 0.112 -0.927
N: 2.365 -0.066 -0.497
N: 0.100 -1.287 0.748
H: -2.712 1.693 0.764
H: -2.354 0.163 1.602
H: -1.142 1.460 1.494
H: -2.102 -0.128 -0.968
H: -1.162 1.230 -1.098
H: 0.940 1.022 -1.517
H: 3.076 -0.061 -1.213
H: 2.553 -0.863 0.099
H: -0.825 -1.600 1.063
H: 0.364 -0.851 1.643